The following is a DFT calculation (ωB97M-V/def2-TZVPD) of a molecular structure, C23H49N4OP3Pm in a non-equilibrium geometry.

```
81
C23H49N4OP3Pm (ωB97M-V/def2-TZVPD)
Pm -0.01019 0.22368 -0.06721
P -2.06817 -1.85301 1.02434
P 2.20781 -1.36985 0.40737
P -0.94546 -1.59161 -2.24548
H -1.32210 2.94746 -0.59958
C -1.84943 2.19132 -1.18549
C -2.90483 1.47509 -0.67767
H -3.22216 1.59483 0.35028
C -2.85138 -1.85764 2.70517
C -1.38195 -3.56097 1.13173
C -3.63718 -2.26794 0.13877
C 3.68887 -0.58223 -0.32917
C 2.84054 -1.73263 2.08355
C 2.32127 -3.03359 -0.32359
C -2.46913 -1.17492 -3.19142
C -1.02982 -3.42209 -2.37819
C 0.30470 -1.28456 -3.54977
H -1.53321 2.07491 -2.23814
H -3.39997 0.69927 -1.26055
H -3.38982 -0.91956 2.88048
H -2.10359 -2.02004 3.48841
H -3.58619 -2.67867 2.77990
H -0.55140 -3.56602 1.84908
H -1.02954 -3.91402 0.15654
H -2.15109 -4.25876 1.48718
H -4.29269 -1.39513 0.14251
H -4.15611 -3.07877 0.65953
H -3.46410 -2.59297 -0.88702
H 4.56003 -1.15681 0.02608
H 3.77138 0.45188 0.03158
H 3.61814 -0.55935 -1.41032
H 3.75889 -2.30391 1.93227
H 2.12902 -2.31929 2.68103
H 3.03909 -0.80171 2.64266
H 3.31868 -3.39139 -0.02690
H 2.23582 -2.94327 -1.41637
H 1.52740 -3.68632 0.05450
H -2.28069 -1.37448 -4.25199
H -2.73620 -0.12591 -3.03864
H -3.30764 -1.79411 -2.84745
H -1.07288 -3.68832 -3.44719
H -1.92021 -3.81396 -1.87038
H -0.13643 -3.87617 -1.93006
H -0.05464 -1.74579 -4.47033
H 1.26844 -1.70416 -3.25630
H 0.43685 -0.20371 -3.68740
C 1.83287 1.82614 -3.53428
C 3.22781 1.96829 -3.45354
C 3.94605 2.27901 -4.62741
C 3.24362 2.44577 -5.83285
C 1.86350 2.29759 -5.87948
C 1.13484 1.98950 -4.72739
O 1.05583 1.36973 -2.41092
H 1.57342 1.58530 -1.59385
H 3.75733 1.81446 -2.51066
H 5.04392 2.35371 -4.60088
H 3.84159 2.69112 -6.73983
H 1.36008 2.41784 -6.83642
H 0.06388 1.87596 -4.77464
C -0.18327 0.35030 3.51040
N -0.45834 1.18622 2.27252
C 0.63823 2.22764 2.21921
N 0.74466 3.05454 3.45711
C 0.98411 2.14692 4.61580
N -0.08572 1.14944 4.74889
C -1.35266 1.88750 4.98151
N -1.65787 2.74667 3.83032
C -1.74068 1.93259 2.58960
C -0.55640 3.72564 3.70775
H 0.76607 -0.18970 3.37246
H -1.01728 -0.34955 3.62679
H 0.41800 2.92638 1.39363
H 1.60625 1.71110 2.08306
H 1.01296 2.74720 5.53148
H 1.93748 1.63172 4.47679
H -2.17380 1.18078 5.14634
H -1.22182 2.52372 5.86023
H -1.97444 2.60338 1.75201
H -2.53167 1.18511 2.73271
H -0.49305 4.27161 4.65773
H -0.77421 4.42157 2.88942
```

Summary:
**Kohn-Sham gap (alpha / beta)**: 5.37 / 6.53 eV
**2S+1**: 5
**⟨S²⟩**: 6.01
**ΔE to the lowest compared entry with this formula, charge and spin**: 0.0 kcal/mol
**Highest occupied orbital energy (alpha / beta)**: -16.45 / -16.46 eV
**Strongest force on any atom**: 2.33 eV/Å
**Total charge**: +3

The following is a DFT calculation (ωB97M-V/def2-TZVPD) of a molecular structure, C23H49N4OP3Sm in a non-equilibrium geometry.

```
81
C23H49N4OP3Sm (ωB97M-V/def2-TZVPD)
Sm 0.07005 0.66230 0.01328
P -0.14690 0.36443 3.29959
P -0.72176 -2.62891 1.18050
P -2.86430 -0.42216 0.60626
H 1.55065 3.98082 -4.70882
C 0.78022 4.58757 -4.22428
C 0.74208 4.85377 -2.91674
H 1.51795 4.49875 -2.21270
C 1.36380 0.82491 4.24953
C -0.82712 -0.81676 4.54369
C -1.21297 1.80511 3.72079
C -1.17635 -3.72258 -0.21649
C 0.69935 -3.60745 1.83838
C -1.92344 -3.24386 2.44122
C -3.41009 1.25347 0.08133
C -4.04510 -0.68378 2.00352
C -3.70989 -1.43286 -0.67731
H 0.02168 5.03705 -4.87101
H -0.00278 5.58866 -2.55623
H 1.94766 1.57864 3.70466
H 1.99803 -0.05308 4.43879
H 1.05616 1.25129 5.21475
H -0.28078 -1.76898 4.53702
H -1.89113 -1.01495 4.36956
H -0.73357 -0.39701 5.55417
H -1.06326 2.60843 2.98852
H -0.93133 2.18288 4.71140
H -2.27224 1.52180 3.73201
H -1.37343 -4.73793 0.14481
H -0.34862 -3.75597 -0.93340
H -2.07209 -3.36448 -0.72972
H 0.36048 -4.59411 2.18315
H 1.15055 -3.09378 2.69673
H 1.47188 -3.76547 1.07771
H -2.45697 -4.12088 2.05827
H -2.66227 -2.48005 2.69000
H -1.42179 -3.52032 3.37830
H -4.50928 1.25366 0.09028
H -3.04861 1.49624 -0.92766
H -3.04650 2.01424 0.78860
H -4.95755 -0.08996 1.84838
H -3.56920 -0.37325 2.94534
H -4.33613 -1.74182 2.06377
H -4.67501 -0.98246 -0.94651
H -3.89330 -2.45270 -0.31711
H -3.05900 -1.46418 -1.55696
C -0.67317 2.53609 -2.56073
C -0.76961 2.15201 -3.92153
C -1.99557 2.36906 -4.52550
C -3.05225 2.98964 -3.84146
C -2.80229 3.63691 -2.61443
C -1.53740 3.53598 -2.06577
O 0.23051 1.99262 -1.75236
H -0.76336 -0.26956 -1.55620
H 0.11590 1.75820 -4.45778
H -2.18153 2.04383 -5.54547
H -4.06131 2.97399 -4.28807
H -3.59375 4.19480 -2.09370
H -1.13637 4.19737 -1.29983
C 2.77673 0.49498 -0.90291
N 2.18522 -0.71823 -0.21222
C 3.16823 -1.11163 0.86430
N 4.51379 -1.33021 0.36120
C 5.02590 -0.09275 -0.27613
N 4.15485 0.29737 -1.41854
C 4.12739 -0.82610 -2.40211
N 3.60709 -2.04620 -1.77692
C 2.24363 -1.81959 -1.23901
C 4.51362 -2.41177 -0.66025
H 2.81197 1.30435 -0.14993
H 2.10562 0.74769 -1.74750
H 2.82171 -2.04571 1.31959
H 3.17707 -0.31104 1.61648
H 6.05135 -0.26397 -0.64459
H 5.02807 0.71911 0.46829
H 3.48117 -0.54007 -3.24496
H 5.15227 -1.00459 -2.76084
H 1.91424 -2.75181 -0.76077
H 1.56827 -1.55717 -2.06658
H 5.53729 -2.53316 -1.05593
H 4.16697 -3.34476 -0.18723
```

Summary:
**Kohn-Sham gap (alpha / beta)**: 2.41 / 2.23 eV
**2S+1**: 6
**⟨S²⟩**: 8.86
**Highest occupied orbital energy (alpha / beta)**: -15.65 / -15.66 eV
**Strongest force on any atom**: 6.30 eV/Å
**Total charge**: +3